No. 1
Here is a 13-piece molecular cluster, C64H167N13O19 overall at a distorted geometry from the Open Molecules 2025 dataset. Energies are from the ωB97M-V functional and the def2-TZVPD basis.

Results
F_max ... 3.0 eV/Å
Orbital gap ... 8.8 eV
ΔE to the lowest compared entry with this formula, charge and spin ... 0.509 eV

Positions of all 263 atoms, in Å:
C  0.86548  -4.65631  2.92718
C  0.09958  -5.03942  4.19361
C  0.89732  -6.02024  5.01399
O  1.22973  -7.20109  4.33549
C  0.26578  -8.17279  4.25715
N  -0.17750  -3.76775  4.95201
H  1.80657  -4.18421  3.22725
H  0.34317  -3.87685  2.36659
H  1.02488  -5.45550  2.19975
H  -0.84346  -5.56993  3.99091
H  0.32233  -6.21733  5.93210
H  1.83172  -5.55917  5.31448
H  -0.13480  -8.31445  5.27439
H  0.71819  -9.18066  4.09073
H  -0.50820  -7.99788  3.53509
H  0.63561  -3.54599  5.51337
H  -0.93672  -3.91321  5.58954
C  6.42624  -4.41195  0.93526
C  5.32825  -3.98603  1.93262
C  4.21279  -3.06345  1.37946
O  4.69714  -1.84775  0.89147
C  3.65685  -0.86856  0.73046
N  4.61118  -5.14862  2.49220
H  5.86960  -5.02322  0.21089
H  7.14384  -5.00471  1.46740
H  7.02009  -3.65480  0.44470
H  5.67780  -3.41402  2.78009
H  3.56162  -2.94090  2.25263
H  3.62612  -3.61114  0.58929
H  4.17667  -0.02839  0.30639
H  3.15748  -0.59998  1.66108
H  3.01743  -1.18580  -0.08157
H  5.25057  -5.74494  2.98745
H  4.30367  -5.71908  1.72713
C  -2.02482  0.56738  4.83894
C  -1.37524  1.94809  4.58461
C  -1.95578  3.10610  5.47685
O  -3.37833  3.21981  5.25159
C  -3.85934  4.46427  5.67670
N  0.02054  1.74793  4.83440
H  -1.93919  0.29628  5.89781
H  -1.59766  -0.19676  4.19764
H  -3.09924  0.53443  4.68935
H  -1.50512  2.21540  3.51968
H  -1.43760  4.08149  5.24867
H  -1.69681  2.88789  6.54390
H  -3.38701  4.83987  6.61893
H  -4.88172  4.29249  5.95447
H  -3.77629  5.23203  4.88297
H  0.62237  2.32889  4.28422
H  0.27502  0.77763  4.85415
C  0.24107  6.41906  5.89412
C  1.32344  7.00058  4.90745
C  1.63092  6.08254  3.73542
O  1.97397  4.77697  4.10518
C  3.27560  4.64498  4.62965
N  0.82541  8.29198  4.35986
H  0.20142  7.20417  6.64754
H  0.58601  5.49422  6.34941
H  -0.66769  6.31473  5.29164
H  2.23544  7.19575  5.49085
H  2.37094  6.62402  3.14287
H  0.73333  5.98424  3.14328
H  3.50190  5.48236  5.25352
H  3.98047  4.43560  3.79778
H  3.25492  3.76511  5.28948
H  1.50207  8.70476  3.72681
H  -0.00016  8.14237  3.82174
C  2.95643  -0.36860  5.37933
C  2.32197  -1.68347  5.84512
C  3.31343  -2.39293  6.80136
O  4.55008  -2.67608  6.20534
C  4.59414  -3.93152  5.56569
N  1.08523  -1.45123  6.55225
H  3.96321  -0.41939  4.98437
H  2.98966  0.37178  6.23195
H  2.39814  0.01287  4.50996
H  2.10755  -2.34216  4.97682
H  2.77589  -3.27711  7.16010
H  3.56707  -1.72101  7.64308
H  4.31546  -4.73973  6.24140
H  5.64711  -4.03865  5.28039
H  3.99877  -3.95563  4.62225
H  0.30838  -1.33217  5.95292
H  1.15115  -0.60497  7.10390
C  -3.49296  -4.56712  2.47019
C  -3.65125  -4.51755  4.00148
C  -4.11950  -3.12208  4.47475
O  -4.17822  -3.08246  5.87394
C  -4.70327  -1.85392  6.42399
N  -4.63176  -5.53758  4.33091
H  -4.36109  -4.18120  1.93756
H  -3.34756  -5.61234  2.15704
H  -2.59524  -4.07138  2.09075
H  -2.70991  -4.71078  4.50679
H  -5.10597  -2.97016  3.98413
H  -3.42546  -2.33633  4.11109
H  -4.65748  -1.93045  7.53286
H  -5.67086  -1.60722  6.00672
H  -4.13841  -0.98363  6.10974
H  -5.56606  -5.28960  4.02822
H  -4.69537  -5.75901  5.31554
C  -0.67409  -0.42120  -0.70310
C  -0.05835  -0.63735  0.69679
C  0.27174  0.61376  1.50651
O  1.14341  1.39496  0.73515
C  1.52038  2.65961  1.25051
N  -0.93821  -1.43590  1.59022
H  0.04962  0.06707  -1.41242
H  -1.62238  0.12856  -0.62156
H  -0.88684  -1.41330  -1.17809
H  0.90630  -1.10518  0.50596
H  0.65557  0.29599  2.45238
H  -0.65765  1.14943  1.77351
H  2.17651  3.08253  0.51456
H  2.03269  2.55213  2.20908
H  0.68788  3.34329  1.41551
H  -1.00334  -2.35892  1.18693
H  -0.50247  -1.44839  2.50940
C  5.87106  -5.70867  -6.53432
O  5.54408  -5.76853  -5.19149
C  6.42884  -4.89254  -4.40654
C  5.69634  -4.65823  -3.06248
N  4.30024  -4.25412  -3.26540
C  3.56355  -3.84309  -2.09163
C  2.37271  -2.95256  -2.45725
O  1.51996  -3.62530  -3.35373
C  0.32113  -2.88712  -3.54403
H  6.90134  -6.01226  -6.74582
H  5.62849  -4.72922  -6.94835
H  5.18941  -6.46162  -6.99869
H  6.59936  -3.92512  -4.95017
H  7.38948  -5.33876  -4.19380
H  6.16768  -3.82578  -2.61238
H  5.78725  -5.53670  -2.46311
H  3.76410  -4.87281  -3.85931
H  4.15944  -3.25694  -1.40113
H  3.09365  -4.63410  -1.54564
H  2.72721  -2.01283  -2.88669
H  1.81719  -2.73743  -1.52692
H  -0.29296  -3.40981  -4.22553
H  0.49819  -1.89037  -3.93200
H  -0.24206  -2.75888  -2.63157
C  -2.93523  4.35898  1.05151
O  -2.30749  4.40508  -0.20664
C  -1.73857  3.22958  -0.74572
C  -1.40399  3.44701  -2.31712
N  -2.66292  3.41873  -3.04708
C  -2.71289  4.24498  -4.21233
C  -3.96638  3.95653  -4.99668
O  -5.05731  3.93700  -4.07595
C  -6.30663  3.55056  -4.63143
H  -3.42924  3.38774  1.20028
H  -3.64152  5.16669  1.14877
H  -2.19205  4.44960  1.81952
H  -2.43562  2.37746  -0.63371
H  -0.80412  2.93554  -0.23062
H  -0.81320  2.58019  -2.64766
H  -0.84947  4.34539  -2.41701
H  -3.33481  3.70781  -2.32979
H  -1.85328  3.93275  -4.77993
H  -2.66036  5.31615  -4.03674
H  -3.86349  2.96864  -5.45810
H  -4.08846  4.70097  -5.78652
H  -7.10531  3.84033  -3.97065
H  -6.37237  2.47762  -4.79788
H  -6.49812  4.00285  -5.59551
C  -5.42442  1.80926  2.78888
O  -5.32803  1.32814  1.40741
C  -4.50717  0.14849  1.33129
C  -4.55122  -0.48381  -0.00335
N  -3.98654  -1.83706  0.11363
C  -3.90549  -2.48683  -1.19668
C  -3.13156  -3.76332  -1.05515
O  -1.81316  -3.41979  -0.53593
C  -1.05679  -4.56582  -0.36961
H  -5.98927  1.16387  3.40902
H  -5.94773  2.76937  2.68784
H  -4.43361  2.04816  3.15545
H  -4.80847  -0.64924  2.04102
H  -3.51309  0.47083  1.63728
H  -3.94191  0.09117  -0.77979
H  -5.60318  -0.52745  -0.29418
H  -3.04751  -1.80986  0.49588
H  -3.41162  -1.82988  -1.95675
H  -4.94376  -2.66556  -1.49838
H  -3.06681  -4.27458  -2.02295
H  -3.55774  -4.42114  -0.29301
H  -1.60101  -5.32401  0.21845
H  -0.12890  -4.28671  0.15503
H  -0.86488  -5.06224  -1.34138
C  2.31710  1.36358  -2.39433
O  2.99498  1.89885  -3.45686
C  2.32241  1.58878  -4.67182
C  2.67794  0.24321  -5.15463
N  4.14337  0.15498  -5.36739
C  4.54884  -1.22598  -5.60226
C  4.38698  -1.57737  -7.09817
O  4.23227  -2.98025  -7.30535
C  2.89151  -3.39137  -7.26568
H  1.34652  1.86937  -2.18462
H  2.86554  1.55508  -1.49215
H  2.11162  0.28244  -2.48537
H  2.63630  2.36292  -5.34399
H  1.21669  1.71865  -4.63370
H  2.19409  0.12468  -6.13186
H  2.26049  -0.52705  -4.47893
H  4.63363  0.56127  -4.55701
H  4.06422  -2.00511  -4.97665
H  5.60214  -1.32265  -5.40209
H  5.17987  -1.21081  -7.70105
H  3.55034  -1.04266  -7.56845
H  2.80780  -4.41000  -6.86107
H  2.48658  -3.40757  -8.29077
H  2.31681  -2.63818  -6.69813
C  -0.08535  8.59338  0.20360
O  0.72189  7.76314  -0.67658
C  0.38540  6.38593  -0.62189
C  1.30468  5.64678  -1.50555
N  0.95001  5.90711  -2.86372
C  1.84891  5.23943  -3.83741
C  1.42417  5.59522  -5.21017
O  2.27541  4.95241  -6.18064
C  2.15883  5.47263  -7.46173
H  0.19391  9.63974  0.13642
H  0.03521  8.29251  1.22340
H  -1.10714  8.65120  -0.13238
H  -0.69108  6.24575  -0.90189
H  0.49889  6.03050  0.40233
H  1.20099  4.58960  -1.26805
H  2.32244  6.02735  -1.27713
H  0.82977  6.87525  -3.12721
H  1.74907  4.14603  -3.70617
H  2.93258  5.43784  -3.68392
H  1.52040  6.68749  -5.37155
H  0.34473  5.37331  -5.33870
H  1.15219  5.29669  -7.88301
H  2.93437  4.97316  -8.08767
H  2.32153  6.56742  -7.39057
C  -8.27212  0.34746  -2.99339
O  -7.14422  0.23454  -3.84967
C  -5.92688  0.43896  -3.11558
C  -4.75340  0.26121  -4.06332
N  -3.51568  0.53493  -3.44626
C  -2.41479  -0.20090  -3.99472
C  -2.06970  0.16182  -5.42427
O  -0.84248  -0.50991  -5.76902
C  -0.40491  -0.16667  -7.04399
H  -8.35555  1.37014  -2.54815
H  -8.25753  -0.28985  -2.12620
H  -9.10750  0.15893  -3.63779
H  -5.87794  -0.21057  -2.22834
H  -5.90590  1.48824  -2.73716
H  -4.85210  0.79077  -5.00870
H  -4.75348  -0.81233  -4.34331
H  -3.27648  1.54363  -3.47623
H  -2.53787  -1.28799  -4.06077
H  -1.51635  -0.08057  -3.35502
H  -1.85597  1.25135  -5.57528
H  -2.93171  -0.12108  -6.07458
H  -0.23640  0.94178  -7.09129
H  -1.15155  -0.41276  -7.82915
H  0.49778  -0.73795  -7.29966

No. 2
Here is a 2-piece molecular cluster, C3H14N4 overall at a distorted geometry from the Open Molecules 2025 dataset. Energies are from the ωB97M-V functional and the def2-TZVPD basis.

Results
Charge ... +2
F_max ... 4.8 eV/Å
Orbital gap ... 10.0 eV
ΔE to the lowest compared entry with this formula, charge and spin ... 1.771 eV

Positions of all 21 atoms, in Å:
C  0.55276  -1.50533  -0.99024
C  0.85253  -0.77751  1.45495
C  1.01095  -0.46260  -0.03002
N  -1.93019  0.25796  -0.20165
N  1.71256  0.55618  -0.45196
N  -2.99615  1.19465  -0.26887
N  2.42235  1.45458  0.27648
H  1.47536  -1.68037  -1.64881
H  -0.31213  -1.22941  -1.52425
H  0.32756  -2.50144  -0.62057
H  1.56144  -1.67651  1.62752
H  1.23835  -0.09048  2.19772
H  -0.00498  -1.40812  1.66152
H  -2.19768  -0.50488  -0.73118
H  1.99312  0.68456  -1.49319
H  -3.27919  1.39643  -1.25345
H  -3.90015  0.92069  0.10587
H  -2.66217  2.14963  0.17751
H  -1.73855  0.08318  0.72790
H  3.01424  2.00805  -0.26827
H  2.85998  1.13077  1.25300

No. 3
Here is C28H47BrCoNOP3 as an isolated structure at a distorted geometry from the Open Molecules 2025 dataset. Energies are from the ωB97M-V functional and the def2-TZVPD basis.

Results
Charge ... +2
F_max ... 6.3 eV/Å
Orbital gap (alpha / beta) ... 7.7 / 6.7 eV
Multiplicity ... 4

Positions of all 82 atoms, in Å:
C  1.69598  -3.58916  -3.24480
C  2.28419  -2.66978  -2.34245
C  3.46500  -2.02416  -2.80769
C  4.25825  -2.76138  -3.68963
N  3.82810  -3.85366  -4.34020
C  2.57575  -4.26906  -4.09840
C  1.83317  -2.74701  -1.00284
C  1.28835  -2.60952  0.13608
C  0.80099  -2.59173  1.49278
C  -0.07989  -1.56227  2.04100
C  -0.31292  -1.36791  3.39797
C  0.35935  -2.19537  4.26579
C  0.99070  -3.40082  3.84471
C  1.20960  -3.56210  2.43118
Co  -0.80084  0.46701  1.39056
P  -0.82333  0.43647  -1.47593
H  3.80240  -1.06311  -2.41018
H  0.65523  -3.89841  -3.15707
H  5.27745  -2.45211  -3.89349
H  2.23833  -5.17682  -4.60474
H  1.77915  -4.43256  2.07152
H  -0.89268  -1.19696  1.37921
H  1.35475  -4.15487  4.57168
H  -0.94992  -0.54323  3.70404
C  -1.85101  1.95481  -1.88489
C  -1.54138  2.70116  -3.17325
H  -1.71682  2.64419  -1.04391
H  -2.91123  1.67549  -1.89062
H  -2.17763  3.59349  -3.23773
H  -0.50999  3.06456  -3.22338
H  -1.74531  2.13111  -4.08895
C  0.84419  0.89983  -2.16713
C  1.26299  0.47627  -3.56946
H  1.52130  0.46642  -1.42255
H  0.95932  1.98417  -2.08059
H  2.30241  0.81885  -3.71751
H  1.26760  -0.61951  -3.66522
H  0.65550  0.93403  -4.37527
C  -1.50804  -0.79335  -2.70901
C  -1.96916  -0.38950  -4.10784
H  -2.34306  -1.29533  -2.19794
H  -0.73376  -1.56585  -2.77865
H  -2.41395  -1.28175  -4.57279
H  -2.75098  0.37821  -4.07583
H  -1.15332  -0.06807  -4.77073
Br  0.51008  -1.40049  6.08700
P  0.78201  2.05936  1.51305
C  1.22178  3.27913  0.21312
C  1.52509  4.66025  0.74929
H  0.35692  3.26376  -0.47375
H  2.07492  2.85484  -0.33459
H  1.76107  5.32766  -0.07638
H  0.67301  5.08952  1.26819
H  2.38603  4.66562  1.41591
C  -0.31780  2.90772  2.75330
C  0.36328  3.24289  4.07415
H  -1.17234  2.20663  2.88702
H  -0.73566  3.81821  2.28820
H  -0.38944  3.51363  4.81591
H  0.92672  2.39746  4.47889
H  1.03644  4.09686  3.96366
C  2.26165  1.15655  2.13261
C  3.43615  2.06674  2.41469
H  2.43307  0.42994  1.32223
H  1.96096  0.55146  2.99833
H  4.25651  1.46763  2.81332
H  3.78303  2.54748  1.49591
H  3.17390  2.82443  3.16221
C  -4.38352  -0.74608  -0.06243
P  -3.36170  -0.92468  1.42271
C  -4.18120  -1.13367  3.03210
C  -2.66970  -2.61276  1.10879
O  -2.62831  0.43012  1.38624
H  -5.22878  -1.38771  0.19268
H  -3.84594  -1.02243  -0.98135
H  -4.62114  0.31256  -0.23012
H  -5.20275  -1.42483  2.82271
H  -3.74023  -1.88898  3.68775
H  -4.14154  -0.18693  3.55437
H  -2.39047  -2.76391  0.06685
H  -1.80958  -2.82689  1.73008
H  -3.42735  -3.34178  1.40148

Among the records above, which one has the highest F_max?
C28H47BrCoNOP3

Which of these has the highest F_max?
C28H47BrCoNOP3